No. 1
The following is a quantum chemistry calculation of a structure of composition C3H3LiNaO4, from the Open Molecules 2025 dataset.

Structure (XYZ):
```
12
Properties=species:S:1:pos:R:3:forces:R:3:mulliken_charge:R:1
O 3.42496 1.22879 1.01577 -0.574 -0.429 -0.296 -0.88
O -0.35255 1.11793 -0.28882 -0.818 0.181 0.087 -0.29
C -1.55634 0.57437 -0.04418 0.829 0.888 0.074 1.04
C 0.69146 0.29239 -0.66908 1.986 -0.779 0.997 -0.04
O -2.48769 1.32926 0.25686 -0.635 -0.277 0.050 -0.81
O -1.68759 -0.68890 -0.11125 -1.058 -1.085 0.056 -0.95
C 1.51539 -0.28846 0.26000 -1.681 -0.422 -1.225 -0.95
H 0.94395 0.36517 -1.73004 -0.113 -0.015 0.322 0.32
H 2.26480 -0.99364 -0.12095 0.142 0.780 0.462 0.41
H 1.18674 -0.32572 1.30700 0.632 0.293 -0.366 0.29
Li -3.59925 -0.31273 0.39964 0.769 0.648 -0.136 0.87
Na -0.34389 -2.29845 -0.27496 0.521 0.216 -0.023 0.99
```
Positions in Å, forces in eV/Å.

For the frontier orbital gap (alpha / beta), the calculation gives 3.698 / 2.750 eV. As for the multiplicity: 2. As for the largest force on an atom: 2.35 eV/Å. The value obtained for the relative energy (zero: lowest compared OMol25 entry of this formula, charge and spin) is 104.5 kcal/mol. As for the charge: 0. Its expectation value of S² is 0.763.

---

No. 2
The following is a quantum chemistry calculation of a structure of composition C3H3MgO4, from the Open Molecules 2025 dataset.

Structure (XYZ):
```
11
Properties=species:S:1:pos:R:3:forces:R:3:mulliken_charge:R:1
C 0.88359 -1.27448 0.27242 -2.316 2.619 -1.045 0.13
C 0.12697 -0.80140 -0.83286 -3.954 -2.165 -0.277 -0.05
H 0.55250 -0.78976 -1.83796 0.145 0.145 0.327 0.45
Mg 3.13578 0.85952 0.28784 -0.519 -1.213 -0.098 1.61
O 1.94051 -0.59559 0.00610 4.759 1.371 1.484 -0.58
O -1.16839 -0.52086 -0.86794 2.458 -0.408 -1.525 -0.19
C -1.91257 -0.02753 0.17457 -1.730 -0.133 2.282 0.59
O -2.16183 -0.61969 1.18018 0.818 0.168 -0.825 -0.40
O -2.32413 1.15230 -0.20986 0.097 0.173 -0.430 -0.38
H 0.50742 -1.48925 1.27491 0.343 -0.618 -0.137 0.41
H -3.02836 1.47262 0.37197 -0.101 0.062 0.244 0.41
```
Positions in Å, forces in eV/Å.

For the frontier orbital gap (alpha / beta), the calculation gives 5.205 / 5.897 eV. As for the multiplicity: 2. As for the largest force on an atom: 5.17 eV/Å. The value obtained for the relative energy (zero: lowest compared OMol25 entry of this formula, charge and spin) is 1.6 kcal/mol. As for the charge: +2. Its expectation value of S² is 0.753.

---

No. 3
The following is a quantum chemistry calculation of a cluster of 2 separate species, C3H3N in total, from the Open Molecules 2025 dataset.

Structure (XYZ):
```
7
Properties=species:S:1:pos:R:3:forces:R:3:mulliken_charge:R:1
C 0.24845 0.72759 1.39078 0.080 -0.656 -0.151 -0.57
C 0.84909 -0.05413 0.54220 2.128 0.859 0.285 0.58
C -0.88202 -0.27038 -1.47958 -0.347 0.778 -0.722 -0.39
N 1.77085 -0.44199 -0.13404 -0.716 -0.236 0.706 -0.39
H -0.55169 1.37501 1.61199 -0.626 0.336 0.112 0.36
H -1.52858 -0.66973 -0.70343 -0.403 -0.421 0.450 0.18
H 0.09390 -0.66637 -1.22791 -0.116 -0.660 -0.680 0.22
```
Positions in Å, forces in eV/Å.

For the frontier orbital gap (alpha / beta), the calculation gives 7.015 / 6.999 eV. As for the largest force on an atom: 2.31 eV/Å. The value obtained for the relative energy (zero: lowest compared OMol25 entry of this formula, charge and spin) is 203.0 kcal/mol. As for the charge: 0.